Entry 1:
{"formula": "C4H9NO", "method": "ωB97M-V/def2-TZVPD", "homo_energy_ev": -9.750, "e_lumo_ev": 0.90, "energy_ha": -287.81012, "orbital_gap_ev": 10.7, "e_above_lowest_kcal_mol": 14.0, "smiles": "CCCNC=O", "symbols": ["C", "C", "C", "N", "C", "O", "H", "H", "H", "H", "H", "H", "H", "H", "H"], "xyz": [[-0.070, -0.222, -1.770], [-1.163, -0.110, -0.713], [-0.623, -0.315, 0.681], [0.380, 0.677, 1.064], [1.600, 0.316, 1.535], [2.129, -0.758, 1.351], [-0.486, -0.429, -2.755], [0.479, 0.712, -1.891], [0.687, -0.965, -1.502], [-1.684, 0.842, -0.777], [-1.919, -0.884, -0.888], [-1.377, -0.318, 1.467], [-0.143, -1.283, 0.839], [0.101, 1.628, 1.234], [2.089, 1.111, 2.125]], "lowdin_charge": [-0.107, -0.248, -0.213, 0.018, -0.376, 0.012, 0.067, 0.068, 0.079, 0.102, 0.107, 0.115, 0.119, 0.130, 0.128]}


Entry 2:
{"formula": "C4H6O2", "method": "ωB97M-V/def2-TZVPD", "homo_energy_ev": -8.256, "e_lumo_ev": 0.47, "energy_ha": -306.35453, "orbital_gap_ev": 8.7, "e_above_lowest_kcal_mol": 95.2, "symbols": ["C", "C", "O", "C", "C", "O", "H", "H", "H", "H", "H", "H"], "xyz": [[1.042, -1.237, -0.771], [0.703, -0.072, 0.065], [-0.400, 1.115, -0.791], [-1.159, 1.078, 0.464], [-0.277, 0.003, 1.100], [-0.369, -0.560, 2.173], [1.548, -1.894, -0.049], [0.183, -1.788, -1.179], [1.762, -1.017, -1.566], [0.363, 1.697, -0.652], [-2.161, 0.723, 0.219], [-1.220, 2.053, 0.954]], "lowdin_charge": [-0.090, -0.029, -0.035, -0.066, -0.480, 0.047, 0.103, 0.086, 0.074, 0.124, 0.135, 0.131]}


Entry 3:
{"formula": "C5H8N2O", "method": "ωB97M-V/def2-TZVPD", "homo_energy_ev": -8.256, "e_lumo_ev": 0.95, "energy_ha": -379.98296, "orbital_gap_ev": 9.2, "e_above_lowest_kcal_mol": 66.0, "smiles": "[H]/N=C/N1CC(C)=CO1", "symbols": ["H", "N", "C", "N", "C", "C", "C", "C", "O", "H", "H", "H", "H", "H", "H", "H"], "xyz": [[-2.674, 2.655, -0.391], [-1.932, 2.100, -0.020], [-0.963, 1.940, -0.816], [0.168, 1.296, -0.400], [0.101, 0.400, 0.743], [0.617, -0.898, 0.163], [0.558, -2.186, 0.896], [1.074, -0.631, -1.052], [0.937, 0.682, -1.428], [-0.859, 2.321, -1.839], [0.738, 0.768, 1.561], [-0.943, 0.347, 1.094], [1.061, -2.092, 1.858], [1.034, -2.973, 0.327], [-0.475, -2.472, 1.088], [1.558, -1.257, -1.784]], "lowdin_charge": [0.032, 0.092, -0.262, -0.091, -0.102, -0.261, -0.051, -0.074, -0.036, 0.136, 0.130, 0.115, 0.082, 0.076, 0.083, 0.131]}


Entry 4:
{"formula": "C5H8O", "method": "ωB97M-V/def2-TZVPD", "homo_energy_ev": -8.952, "e_lumo_ev": -0.44, "energy_ha": -270.35783, "orbital_gap_ev": 8.5, "e_above_lowest_kcal_mol": 125.5, "symbols": ["C", "O", "C", "C", "C", "C", "H", "H", "H", "H", "H", "H", "H", "H"], "xyz": [[1.561, -0.512, 0.324], [1.489, 0.874, 0.642], [0.313, 0.242, 0.181], [-0.839, 0.096, 1.158], [-1.471, -0.292, -1.341], [-0.257, 0.599, -1.185], [1.700, -1.181, 1.173], [2.153, -0.757, -0.559], [-1.179, 1.076, 1.509], [-0.610, -0.546, 2.017], [-1.704, -0.331, 0.617], [-1.054, -1.321, -1.210], [-0.519, 1.663, -1.236], [0.450, 0.367, -1.996]], "lowdin_charge": [-0.085, -0.005, -0.543, -0.007, 0.147, -0.246, 0.116, 0.116, 0.103, 0.095, 0.055, 0.018, 0.107, 0.128]}


Entry 5:
{"formula": "C8H10O", "method": "ωB97M-V/def2-TZVPD", "homo_energy_ev": -8.083, "e_lumo_ev": 0.60, "energy_ha": -385.92144, "orbital_gap_ev": 8.7, "e_above_lowest_kcal_mol": 95.6, "smiles": "CC1=C2O[C@@]2(C)CC=C1", "symbols": ["C", "C", "C", "O", "C", "C", "C", "C", "C", "H", "H", "H", "H", "H", "H", "H", "H", "H", "H"], "xyz": [[-0.274, 2.670, 0.638], [-0.137, 1.334, 0.003], [0.777, 0.445, 0.394], [1.207, -0.262, 1.488], [0.697, -0.992, 0.295], [1.754, -1.814, -0.427], [-0.685, -1.494, 0.212], [-1.368, -0.598, -0.817], [-1.091, 0.699, -0.940], [-0.916, 3.449, 0.141], [0.605, 3.259, 0.685], [-0.779, 2.712, 1.668], [1.446, -2.827, -0.535], [2.683, -1.909, 0.208], [1.924, -1.353, -1.372], [-0.973, -1.265, 1.204], [-0.821, -2.534, -0.122], [-2.259, -0.954, -1.184], [-1.791, 1.436, -1.541]], "lowdin_charge": [-0.062, -0.226, -0.169, 0.085, -0.413, 0.012, -0.086, -0.063, -0.047, 0.083, 0.055, 0.108, 0.060, 0.110, 0.078, 0.129, 0.127, 0.072, 0.146]}


Entry 6:
{"formula": "C4H5NO2", "method": "ωB97M-V/def2-TZVPD", "homo_energy_ev": [-6.985, -6.862], "e_lumo_ev": [0.61, 0.51], "energy_ha": -360.47459, "orbital_gap_ev": [7.6, 7.4], "e_above_lowest_kcal_mol": 122.3, "smiles": "Nc1cc(O)co1", "symbols": ["N", "C", "C", "C", "O", "C", "O", "H", "H", "H", "H", "H"], "xyz": [[-2.142, -0.068, -0.569], [-1.138, -0.308, 0.393], [0.415, -1.005, 0.050], [1.236, 0.068, 0.010], [2.406, 0.480, -0.560], [0.557, 0.962, 0.890], [-0.772, 0.901, 0.894], [-2.269, 0.862, -0.959], [-2.744, -0.800, -0.896], [0.634, -2.076, -0.014], [2.817, -0.260, -1.021], [1.022, 1.304, 1.798]], "lowdin_charge": [0.072, -0.241, 0.082, -0.364, 0.083, -0.099, -0.032, 0.094, 0.075, 0.089, 0.114, 0.127]}